Here is a 2-piece molecular cluster, C3H11N2PS overall in a non-equilibrium geometry from the OMol25 dataset. Energies are from wB97M-V/def2-TZVPD.

Spin multiplicity: 1
Frontier orbital gap, eV: 9.1944
E_HOMO, eV: -9.15

```
18
Properties=species:S:1:pos:R:3:forces:R:3
C -2.4208 -1.2299 0.8789 -0.238 0.271 -1.676
C -0.4074 -0.3528 2.2480 -0.931 2.978 0.243
C -0.8737 -1.2876 1.2246 -0.613 -3.558 -3.264
N -0.0762 0.7225 -0.4246 0.415 -2.368 -0.181
N 3.0286 -0.3478 3.1860 -1.975 0.075 0.040
P 0.0525 -0.8785 -0.4341 -0.643 2.484 0.047
S 0.7699 -2.0322 -1.8222 -0.530 0.321 1.093
H -2.8457 -2.1414 0.3197 0.975 1.290 0.819
H -2.9612 -1.1253 1.7967 -0.276 -0.256 0.769
H -2.7490 -0.2991 0.2921 0.901 -1.250 0.659
H 0.1769 -0.7459 3.0537 0.299 -0.419 0.260
H -1.3370 0.1764 2.6501 1.359 -0.543 -0.200
H 0.1608 0.4206 1.6657 -0.416 -0.337 1.358
H -0.6111 -2.3943 1.3456 -0.322 1.474 0.318
H 0.3575 1.1923 -1.2102 0.026 -0.075 -0.231
H 2.9278 -0.7040 4.1272 -0.074 0.385 0.010
H 3.9652 -0.3442 2.9490 2.320 -0.274 -0.515
H 2.7299 0.6160 3.0818 -0.277 -0.197 0.450
```
Positions in Å, forces in eV/Å.


Here is a 2-piece molecular cluster, C3H11N2S overall in a non-equilibrium geometry from the OMol25 dataset. Energies are from wB97M-V/def2-TZVPD.

Spin multiplicity: 1
Total charge: -1
Frontier orbital gap, eV: 6.7294
E_HOMO, eV: -2.66

```
17
Properties=species:S:1:pos:R:3:forces:R:3
C 3.6073 0.8276 -0.5906 -0.431 -0.593 -0.171
N 2.8131 -0.3524 -0.2157 0.056 0.023 -0.534
H 3.5300 1.0624 -1.6582 -0.059 0.263 -0.039
H 4.6645 0.6595 -0.3907 0.104 0.116 0.287
H 3.2050 1.6510 -0.0103 0.263 0.302 0.004
H 1.8316 -0.1088 -0.4046 -0.125 0.063 0.521
H 2.9855 -1.0746 -0.9060 0.209 -0.227 0.051
C -2.5276 -0.6082 0.6909 -0.731 0.275 0.746
C -1.2644 0.0981 1.1463 0.559 0.713 -0.888
S -0.3815 0.8757 -0.3066 -0.207 -0.197 0.185
N -2.2166 -1.6293 -0.2837 0.140 -0.368 0.010
H -3.2340 0.1681 0.3520 0.201 0.021 -0.382
H -3.0678 -1.0574 1.5428 0.329 -0.181 0.047
H -0.5738 -0.5678 1.6627 -0.092 -0.159 0.060
H -1.4975 0.9501 1.7818 -0.232 -0.221 0.328
H -1.5858 -1.1871 -0.9464 0.093 0.012 -0.203
H -3.0313 -1.9748 -0.7715 -0.077 0.160 -0.024
```
Positions in Å, forces in eV/Å.


Here is a 2-piece molecular cluster, C3H11N2S overall in a non-equilibrium geometry from the OMol25 dataset. Energies are from wB97M-V/def2-TZVPD.

Spin multiplicity: 2
Frontier orbital gap (spin up / spin down), eV: 4.7868 / 9.6602
E_HOMO (spin up / spin down), eV: -3.86 / -8.88

```
17
Properties=species:S:1:pos:R:3:forces:R:3
C -3.6273 -0.7283 -0.9787 -1.216 -1.191 1.251
C -2.1677 -1.1197 -1.2197 -0.036 1.579 -1.557
S -1.3766 -1.1143 0.3912 0.523 0.130 -0.170
H -3.6985 0.3029 -0.5849 0.111 -0.439 -0.370
H -4.1052 -1.3977 -0.1356 0.919 1.103 -1.630
H -4.2704 -0.8357 -1.8747 0.448 0.120 0.443
H -1.9899 -2.0502 -1.7237 -0.530 -0.886 0.150
H -1.7187 -0.4137 -2.0105 -0.410 -0.399 1.612
H -0.1451 -1.2474 -0.1133 0.199 0.002 0.285
N 3.7143 0.5219 0.7798 2.925 -4.384 0.140
C 2.9096 1.5946 0.8770 2.739 -0.330 3.656
N 2.0912 2.0699 -0.0091 -4.022 1.505 -4.734
H 3.9070 -0.0849 -0.0368 -0.633 1.195 0.733
H 4.1527 0.0821 1.6475 -1.298 1.201 -1.748
H 2.9700 2.0310 1.8470 -0.290 0.621 0.252
H 1.6223 2.8923 0.2988 -0.371 0.289 -0.089
H 1.9742 1.9286 -1.0392 0.942 -0.115 1.777
```
Positions in Å, forces in eV/Å.


Here is a 2-piece molecular cluster, C3H11N2S overall in a non-equilibrium geometry from the OMol25 dataset. Energies are from wB97M-V/def2-TZVPD.

Spin multiplicity: 1
Total charge: +1
Frontier orbital gap, eV: 8.6694
E_HOMO, eV: -12.43

```
17
Properties=species:S:1:pos:R:3:forces:R:3
C -0.7134 -0.6260 1.6183 1.578 -1.862 -2.770
C 0.2423 0.5017 2.0620 -0.268 -2.686 -1.135
C 0.6200 1.0819 -0.3423 1.449 5.010 0.527
N 0.9380 2.0031 -1.2768 -0.079 -0.442 -0.856
N 0.6651 1.3559 0.9423 1.146 -0.224 -1.116
S -0.5189 -2.8203 -3.0198 -0.425 -0.964 -0.184
H -0.2271 -1.6368 1.5556 0.102 0.976 0.290
H -1.4897 -0.7929 2.2733 -1.687 0.097 1.730
H -1.1881 -0.6328 0.6041 0.310 0.905 0.724
H 1.0236 -0.1004 2.6474 -0.559 2.026 -0.724
H -0.3712 1.1909 2.5449 -0.483 0.831 2.020
H 0.2600 0.2270 -0.7306 -1.229 -3.109 -0.788
H 0.7576 1.9300 -2.2730 -0.501 -1.424 0.300
H 1.4614 2.8583 -1.2821 0.281 0.407 1.778
H -0.6107 -4.1944 -3.1495 0.105 1.068 0.144
H 0.9683 2.3050 1.1824 -0.060 -0.567 -0.014
H -1.8172 -2.6504 -3.3561 0.320 -0.042 0.073
```
Positions in Å, forces in eV/Å.


Here is a 2-piece molecular cluster, C3H11N2S overall in a non-equilibrium geometry from the OMol25 dataset. Energies are from wB97M-V/def2-TZVPD.

Spin multiplicity: 1
Total charge: +1
Frontier orbital gap, eV: 8.7147
E_HOMO, eV: -12.59

```
17
Properties=species:S:1:pos:R:3:forces:R:3
C -0.7515 0.4386 -3.5143 -0.064 -0.983 0.962
C -1.0323 0.2385 -1.9850 -1.403 -1.174 -1.997
S 0.3574 -0.3706 -1.0361 0.527 -0.066 -0.617
H -1.6871 0.5142 -4.1499 1.021 -0.236 1.025
H -0.2122 1.3824 -3.5861 0.572 -0.465 -0.669
H -0.2104 -0.5474 -3.7160 -0.357 1.759 -0.767
H -1.8343 -0.5159 -2.0291 0.180 0.295 0.843
H -1.3598 1.1338 -1.5338 -0.569 0.967 0.556
H 1.0757 -0.7660 -2.1144 0.045 -0.046 0.575
N -0.2003 -0.0330 2.2230 -3.782 1.089 -2.546
C 0.9549 -0.2402 2.7229 2.826 -0.765 -1.205
N 1.3888 -0.1380 3.9709 -0.245 -1.602 3.016
H -1.0976 0.3481 2.6019 1.562 -0.600 0.861
H -0.3893 -0.0332 1.1519 1.474 -0.621 2.133
H 1.7329 -0.5664 1.9665 -0.885 0.839 0.716
H 2.3872 -0.2367 4.2499 -0.890 0.087 -1.376
H 0.8777 -0.6081 4.7779 -0.012 1.522 -1.510
```
Positions in Å, forces in eV/Å.


Here is an isolated ion of composition C3H11N2S and charge +1 in a non-equilibrium geometry from the OMol25 dataset. Energies are from wB97M-V/def2-TZVPD.

Spin multiplicity: 1
SMILES: NCCC[NH2+]S
Total charge: +1
Frontier orbital gap, eV: 8.6075
E_HOMO, eV: -12.88

```
17
Properties=species:S:1:pos:R:3:forces:R:3
N 2.9091 -0.0822 0.4638 -0.682 -1.257 -1.110
C 1.6147 -0.0242 -0.3168 -0.298 0.034 -0.404
C 0.3865 0.7662 0.4298 0.199 1.009 -0.910
C -0.9495 0.5608 -0.5474 3.470 0.186 -1.322
N -2.1766 0.0865 0.1994 0.330 0.745 1.167
S -2.8434 -1.3695 -0.4985 -1.208 -2.096 -0.868
H 3.6199 -0.5017 -0.2081 -1.080 0.828 1.211
H 2.7957 -0.8113 1.2036 0.183 0.862 -0.733
H 1.2372 -1.1083 -0.5491 0.474 1.929 0.086
H 1.8407 0.5740 -1.3244 -0.633 -1.482 2.124
H 0.1979 0.4571 1.5429 0.369 0.347 -2.078
H 0.6453 1.9291 0.4062 -0.576 -2.604 0.349
H -0.6771 -0.2825 -1.3441 -0.752 1.874 1.817
H -1.0941 1.5564 -1.1458 -0.393 -1.972 1.368
H -1.9620 -0.1140 1.2132 -0.227 0.760 -1.102
H -2.9051 0.8396 0.1124 0.564 -0.981 0.561
H -2.6392 -2.4761 0.3628 0.261 1.816 -0.157
```
Positions in Å, forces in eV/Å.


Here is a 2-piece molecular cluster, C3H11N2S overall in a non-equilibrium geometry from the OMol25 dataset. Energies are from wB97M-V/def2-TZVPD.

Spin multiplicity: 1
Total charge: +1
Frontier orbital gap (spin up / spin down), eV: 7.8483 / 9.5710
E_HOMO (spin up / spin down), eV: -12.34 / -13.81

```
17
Properties=species:S:1:pos:R:3:forces:R:3
C -0.4042 1.2421 -1.0737 1.617 0.028 -1.189
C -1.6317 -0.0260 0.5637 0.069 1.887 -1.880
C 0.8207 -0.4532 0.1890 2.736 -2.376 0.777
N 0.7978 -1.6387 -0.5478 1.714 1.321 -0.127
N -0.2357 0.5051 0.2320 -1.949 0.414 0.725
S 2.3857 0.4665 0.0137 -0.206 -0.623 0.324
H 0.5973 1.1544 -1.6305 -1.454 1.272 1.052
H -1.0746 0.7975 -1.7894 -0.483 -1.008 0.332
H -0.9022 2.1798 -0.8495 0.892 0.540 -0.114
H -1.7461 -0.6552 1.3829 0.699 -1.181 1.554
H -2.2816 0.8800 0.7759 0.611 -1.177 -0.907
H -1.7649 -0.5609 -0.3879 -1.296 0.147 0.664
H 0.7983 -1.0413 2.4057 -0.068 0.440 -1.133
H 0.0136 -2.2131 -0.7570 -0.694 -0.187 0.227
H 1.7400 -2.0648 -0.7732 -1.753 0.924 0.496
H 0.1094 1.1645 0.9694 -0.518 -0.432 -0.816
H 2.7781 0.2632 1.2766 0.083 0.009 0.016
```
Positions in Å, forces in eV/Å.


Here is a 2-piece molecular cluster, C3H11N2S overall in a non-equilibrium geometry from the OMol25 dataset. Energies are from wB97M-V/def2-TZVPD.

Spin multiplicity: 1
Total charge: +1
Frontier orbital gap, eV: 10.2743
E_HOMO, eV: -14.24

```
17
Properties=species:S:1:pos:R:3:forces:R:3
C 0.4557 1.9082 0.3823 -1.412 -2.399 -2.080
C -1.0070 -0.3164 0.7023 0.020 0.585 -0.885
C -0.1302 0.6164 -0.2145 -1.448 1.362 -1.114
N -0.3876 0.4243 -1.4990 0.680 -0.466 1.309
N -1.2666 -1.5752 -0.1464 1.321 0.873 2.490
S 2.1400 -0.5894 -0.0372 0.745 -0.556 -2.292
H 1.1439 2.4104 -0.2671 0.056 0.412 -0.345
H 0.9526 1.4032 1.1291 1.393 0.221 2.578
H -0.4131 2.4441 0.6997 -0.203 0.800 0.451
H -1.9470 0.3164 0.8509 0.870 -1.067 -0.434
H -0.6211 -0.4582 1.7568 0.048 -0.015 -1.388
H -0.7728 -0.5481 -1.5053 -0.470 0.609 -1.397
H 0.0345 0.9216 -2.3117 -0.518 -0.542 1.224
H -1.9396 -2.1212 0.4402 1.014 0.050 -1.121
H -0.2904 -2.0232 -0.1935 -2.187 0.131 0.456
H 1.9992 -1.1062 1.1478 -0.011 -1.155 0.815
H 2.0496 -1.7066 -0.9345 0.105 1.158 1.733
```
Positions in Å, forces in eV/Å.


Here is a 2-piece molecular cluster, C3H11N2S overall in a non-equilibrium geometry from the OMol25 dataset. Energies are from wB97M-V/def2-TZVPD.

Spin multiplicity: 2
Total charge: +2
Frontier orbital gap (spin up / spin down), eV: 11.1943 / 6.3906
E_HOMO (spin up / spin down), eV: -19.46 / -19.39

```
17
Properties=species:S:1:pos:R:3:forces:R:3
C -3.0374 0.4771 2.0277 -0.476 0.195 1.100
C -1.7774 0.9314 1.3607 2.615 1.945 -0.168
S -1.1709 -0.2193 -0.1076 -1.378 0.711 1.850
H -2.8279 -0.2144 2.8831 -0.229 0.740 -0.757
H -3.5258 -0.0449 1.2701 -1.635 -1.163 -0.852
H -3.7432 1.2964 2.3229 0.991 -0.460 -0.208
H -1.5753 2.0387 1.0174 -0.947 -2.290 0.239
H -0.9491 0.6757 2.0357 0.189 0.283 -0.158
H -0.7692 -1.2293 0.7352 -0.397 0.179 -0.339
N 1.3075 -0.6836 -1.7023 -3.755 -0.064 2.465
C 2.5871 -0.7386 -1.9998 1.164 2.017 1.681
N 3.5225 0.0337 -1.4606 -2.182 -1.930 -0.464
H 0.6892 -0.6080 -0.7483 3.523 0.368 -2.899
H 0.6109 -0.7954 -2.4405 0.698 -0.739 -0.119
H 2.8709 -1.4625 -2.7146 0.443 -0.173 -1.407
H 4.4277 -0.0336 -1.8463 1.372 -0.124 -0.080
H 3.3605 0.5766 -0.6330 0.003 0.508 0.116
```
Positions in Å, forces in eV/Å.


Here is a 2-piece molecular cluster, C3H11N3 overall in a non-equilibrium geometry from the OMol25 dataset. Energies are from wB97M-V/def2-TZVPD.

Spin multiplicity: 1
SMILES: [H]/N=C/N.CCN
Frontier orbital gap, eV: 10.0988
E_HOMO, eV: -9.42

```
17
Properties=species:S:1:pos:R:3:forces:R:3
H 3.9259 -2.3155 0.6402 -0.654 -0.748 0.421
N 3.5557 -1.7005 1.3616 0.445 0.893 0.380
C 2.8345 -0.8453 0.7652 1.428 0.243 -2.029
N 2.6821 0.5020 1.0174 -1.265 -0.081 1.142
H 2.5439 -0.9921 -0.2869 -0.374 -0.275 0.117
H 1.7631 0.8116 0.7197 0.207 0.273 -0.117
H 2.8764 0.8508 1.9490 0.197 -0.303 0.077
C -1.3961 0.6129 -1.5126 0.266 1.693 -0.050
C -2.4394 0.7187 -0.4062 -1.039 -1.327 -0.588
N -2.5919 -0.5914 0.2706 0.389 0.362 -0.307
H -1.2750 -0.3644 -1.9665 0.184 -0.304 0.510
H -1.6513 1.2571 -2.3610 -0.291 0.018 0.123
H -0.4860 1.1015 -1.1516 0.452 -0.784 -0.128
H -2.2691 1.5166 0.3133 0.284 0.295 -0.209
H -3.3839 0.8956 -0.9218 -0.226 0.289 0.324
H -1.6613 -0.9744 0.3915 -0.113 -0.170 0.328
H -3.0275 -0.4832 1.1781 0.113 -0.075 0.006
```
Positions in Å, forces in eV/Å.